[1]
DFT (ωB97M-V/def2-TZVPD) results for a structure of composition C29H23Cl2N2O2SeTc at a distorted geometry.

```
! RIJCOSX wB97M-V def2-TZVPD def2/J DEFGRID3
* xyz 1 4
Tc 11.639 8.919 11.823
O 11.466 4.847 11.541
C 11.772 6.038 11.698
O 10.881 7.035 11.623
C 13.080 6.543 12.089
C 14.010 5.595 12.557
C 15.194 6.040 13.118
C 15.473 7.463 13.037
C 16.748 8.013 13.342
C 17.031 9.324 13.191
C 16.032 10.307 12.881
C 14.794 9.777 12.453
C 14.525 8.392 12.468
N 13.279 7.864 12.192
H 13.699 4.560 12.522
H 15.788 5.336 13.682
H 17.493 7.288 13.652
H 18.009 9.739 13.545
H 16.187 11.354 13.171
H 13.998 10.511 12.181
N 11.014 10.890 11.539
C 9.718 10.477 11.082
C 8.639 10.932 11.859
C 7.369 10.658 11.472
C 7.145 9.788 10.359
C 8.226 9.561 9.498
C 9.571 9.769 9.893
C 10.791 9.347 9.100
C 10.811 9.228 7.740
C 11.935 8.805 7.089
C 13.144 8.655 7.790
C 13.093 8.581 9.158
C 11.953 8.983 9.871
H 11.019 11.394 12.429
H 11.472 11.320 10.731
H 8.818 11.644 12.692
H 6.582 11.071 12.100
H 6.211 9.309 10.107
H 8.126 9.074 8.578
H 9.919 9.495 7.212
H 11.973 8.522 6.023
H 14.083 8.408 7.263
H 14.063 8.260 9.671
Se 10.448 9.177 13.954
C 11.258 7.788 15.003
C 12.068 8.172 16.034
C 12.620 7.185 16.822
C 12.242 5.835 16.639
C 11.382 5.471 15.605
C 10.836 6.451 14.762
H 12.301 9.232 16.132
H 13.319 7.463 17.634
H 12.741 5.020 17.171
H 11.118 4.417 15.362
H 10.256 6.289 13.840
Cl 9.246 14.144 11.319
C 10.400 14.352 12.682
Cl 10.236 13.151 14.106
H 10.213 15.322 13.174
H 11.494 14.292 12.415
*
```

Values from the calculation:
* orbital gap (spin up / spin down): 6.660 / 5.869 eV
* <S²>: 3.79
* HOMO (spin up / spin down): -10.7 / -10.8 eV

---

[2]
DFT (ωB97M-V/def2-TZVPD) results for a structure of composition C29H23ClN6NiOTe.

```
! RIJCOSX wB97M-V def2-TZVPD def2/J DEFGRID3
* xyz -2 1
Ni 0.971 -0.182 1.587
C 3.150 -1.390 -1.752
C 2.330 -1.337 -0.501
N 2.127 -0.147 0.196
N 2.442 1.052 -0.347
C 1.854 1.996 0.337
O 0.980 1.697 1.288
C 2.165 3.406 0.078
C 1.618 4.406 0.885
C 1.902 5.744 0.650
C 2.735 6.117 -0.396
C 3.287 5.125 -1.205
C 3.009 3.791 -0.972
C 1.720 -2.392 0.122
C 1.839 -3.795 -0.200
C 1.166 -4.727 0.513
C 0.341 -4.328 1.615
C 0.272 -2.991 1.906
N 0.886 -2.022 1.211
H 3.473 -0.384 -2.014
H 2.587 -1.798 -2.598
H 4.049 -2.009 -1.632
H 0.971 4.108 1.699
H 1.464 6.503 1.289
H 2.953 7.162 -0.582
H 3.941 5.400 -2.025
H 3.435 3.014 -1.594
H 2.491 -4.084 -1.018
H 1.263 -5.779 0.261
H -0.220 -5.044 2.200
H -0.331 -2.643 2.739
Te -1.677 2.328 0.686
C -3.738 2.494 0.138
C -4.713 2.513 1.134
C -6.061 2.629 0.816
C -6.461 2.703 -0.511
C -5.500 2.673 -1.514
C -4.154 2.583 -1.189
H -4.415 2.413 2.172
H -6.801 2.638 1.608
H -7.512 2.774 -0.762
H -5.799 2.719 -2.555
H -3.418 2.571 -1.984
N 0.005 -0.195 3.255
C -0.627 -0.263 4.225
N -1.427 -0.410 5.239
C -1.101 0.010 6.440
N -0.917 0.337 7.541
Cl -3.041 -0.089 -3.247
C -3.122 -0.828 -1.655
C -4.008 -1.888 -1.509
C -4.091 -2.543 -0.295
C -3.285 -2.133 0.761
C -2.421 -1.069 0.599
C -2.315 -0.381 -0.615
C -1.342 0.746 -0.740
H -4.614 -2.190 -2.352
H -4.776 -3.374 -0.177
H -3.326 -2.645 1.714
H -1.793 -0.747 1.422
H -0.333 0.406 -0.492
H -1.330 1.175 -1.736
*
```

Values from the calculation:
* orbital gap: 3.780 eV
* HOMO: 0.4 eV

---

[3]
DFT (ωB97M-V/def2-TZVPD) results for a cluster of 2 separate species, C29H23F2NO4 in total at a distorted geometry.

```
! RIJCOSX wB97M-V def2-TZVPD def2/J DEFGRID3
* xyz 0 1
F -3.469 2.788 2.506
C -3.552 1.405 2.443
C -4.777 0.801 2.160
C -4.795 -0.607 2.021
C -3.607 -1.350 2.156
C -2.378 -0.734 2.494
C -1.102 -1.444 2.550
C 0.081 -0.617 2.573
C 1.349 -1.107 2.623
C 2.537 -0.344 2.418
C 2.532 1.075 2.271
C 3.745 1.735 2.089
F 3.763 3.107 2.001
C 4.976 1.061 2.022
C 4.979 -0.344 2.154
C 3.778 -1.024 2.337
C -2.389 0.682 2.672
H -5.668 1.397 2.066
H -5.742 -1.126 1.776
H -3.637 -2.425 1.903
H -0.991 -2.367 1.880
H -0.027 0.460 2.349
H 1.532 -2.198 2.740
H 1.609 1.643 2.337
H 5.911 1.619 1.874
H 5.926 -0.894 2.122
H 3.773 -2.106 2.447
H -1.481 1.247 2.878
C -0.128 -6.236 3.869
C 0.303 -5.052 3.003
C 1.586 -5.342 2.233
O -0.712 -4.721 2.036
C -1.897 -4.223 2.542
O -2.950 -4.499 1.998
C -1.763 -3.235 3.626
C -2.951 -3.241 4.498
C -3.218 -4.623 5.139
C -2.821 -4.904 6.452
C -3.259 -6.053 7.112
C -4.096 -6.971 6.468
C -4.522 -8.174 7.142
N -4.773 -9.199 7.660
C -4.385 -6.764 5.117
C -3.947 -5.612 4.466
C -0.549 -3.325 4.427
O -0.458 -2.907 5.565
O 0.553 -3.891 3.817
H -1.065 -6.081 4.429
H -0.246 -7.098 3.198
H 0.680 -6.461 4.578
H 1.823 -4.475 1.608
H 2.390 -5.539 2.954
H 1.417 -6.224 1.613
H -2.799 -2.491 5.288
H -3.849 -2.926 3.938
H -2.212 -4.171 7.002
H -2.975 -6.227 8.159
H -4.997 -7.504 4.578
H -4.247 -5.454 3.422
*
```

Values from the calculation:
* orbital gap: 6.669 eV
* HOMO: -8.5 eV

---

[4]
DFT (ωB97M-V/def2-TZVPD) results for a structure of composition C29H23F3N6O8Ru at a distorted geometry.

```
! RIJCOSX wB97M-V def2-TZVPD def2/J DEFGRID3
* xyz -1 2
Ru -0.554 0.448 0.147
C -0.155 0.906 4.418
C -1.279 1.638 4.766
C -2.123 2.080 3.766
C -1.819 1.777 2.445
N -0.761 1.036 2.120
C 0.066 0.614 3.085
C -2.577 2.269 1.297
C -3.586 3.216 1.416
C -4.214 3.679 0.278
C -3.805 3.194 -0.951
C -2.790 2.257 -0.989
N -2.197 1.784 0.106
H 0.542 0.549 5.163
H -1.498 1.866 5.802
H -3.006 2.649 4.012
H 0.889 0.003 2.750
H -3.862 3.612 2.382
H -4.999 4.420 0.351
H -4.250 3.541 -1.873
H -2.425 1.868 -1.923
O 4.285 4.506 0.999
C 4.703 3.317 0.631
O 5.881 3.030 0.550
C 3.657 2.306 0.309
C 3.946 1.018 -0.096
N 2.773 0.398 -0.286
N 1.738 1.194 -0.028
C 2.242 2.367 0.324
C 1.277 3.515 0.569
O 1.780 4.582 1.011
O 0.098 3.276 0.280
H 3.248 4.561 1.016
H 4.894 0.532 -0.242
H 2.555 -0.545 -0.583
C 1.051 1.796 -2.818
C -0.016 0.817 -3.109
C -0.323 0.317 -4.425
C -1.447 -0.426 -4.293
C -1.808 -0.366 -2.896
C -3.077 -0.907 -2.364
N -0.904 0.354 -2.194
H 1.255 2.390 -3.709
H 1.978 1.290 -2.538
H 0.760 2.440 -1.989
H 0.241 0.538 -5.317
H -2.008 -0.947 -5.053
H -3.870 -0.735 -3.096
H -3.345 -0.460 -1.413
H -2.998 -1.984 -2.208
F -1.978 -2.072 -0.149
C -1.886 -0.967 0.665
F -1.626 -1.526 1.898
F -3.227 -0.582 0.815
O 1.225 -1.505 1.454
C 1.121 -2.126 0.387
O 0.749 -1.641 -0.716
C 1.487 -3.599 0.382
C 2.359 -4.111 1.333
C 2.709 -5.456 1.329
C 2.170 -6.311 0.382
C 1.290 -5.781 -0.547
C 0.941 -4.444 -0.575
N 0.709 -6.689 -1.555
O 1.077 -7.851 -1.552
O -0.101 -6.232 -2.336
H 2.746 -3.434 2.084
H 3.397 -5.842 2.069
H 2.413 -7.362 0.354
H 0.265 -4.049 -1.319
*
```

Values from the calculation:
* orbital gap (spin up / spin down): 6.605 / 5.395 eV
* <S²>: 0.76
* HOMO (spin up / spin down): -4.8 / -4.8 eV

---

[5]
DFT (ωB97M-V/def2-TZVPD) results for a structure of composition C29H23N3O3PRhS at a distorted geometry.

```
! RIJCOSX wB97M-V def2-TZVPD def2/J DEFGRID3
* xyz 2 1
Rh 0.932 -0.758 1.069
C -2.897 -5.030 0.967
C -2.457 -4.069 1.868
C -1.391 -3.256 1.543
C -0.750 -3.412 0.311
C -1.179 -4.393 -0.591
C -2.256 -5.186 -0.259
N 0.344 -2.599 0.028
N 1.144 -2.962 -0.855
C 2.233 -2.147 -1.081
C 3.173 -2.514 -2.023
C 4.271 -1.694 -2.232
C 4.393 -0.528 -1.490
C 3.413 -0.217 -0.569
N 2.360 -1.011 -0.372
H -3.735 -5.665 1.220
H -2.942 -3.964 2.829
H -1.025 -2.531 2.259
H -0.678 -4.508 -1.542
H -2.604 -5.937 -0.955
H 3.025 -3.439 -2.564
H 5.024 -1.964 -2.960
H 5.238 0.135 -1.609
H 3.475 0.672 0.044
O -0.130 -0.525 2.834
S 0.847 0.501 3.381
O 1.193 0.419 4.743
O 1.968 0.399 2.399
C 0.104 2.035 2.949
C -0.102 2.993 3.918
C -0.675 4.208 3.549
C -1.026 4.437 2.231
C -0.813 3.461 1.262
C -0.245 2.244 1.611
P -0.083 1.016 0.272
C -1.708 0.623 -0.356
C -2.451 -0.391 0.247
C -3.728 -0.668 -0.206
C -4.275 0.076 -1.243
C -3.547 1.105 -1.827
C -2.263 1.383 -1.391
C 0.886 1.756 -1.030
C 1.761 2.805 -0.751
C 2.584 3.294 -1.755
C 2.542 2.730 -3.023
C 1.675 1.674 -3.299
C 0.850 1.181 -2.307
H 0.186 2.793 4.941
H -0.841 4.969 4.299
H -1.472 5.380 1.945
H -1.100 3.656 0.235
H -2.042 -0.936 1.080
H -4.300 -1.460 0.259
H -5.276 -0.140 -1.591
H -3.980 1.692 -2.625
H -1.694 2.177 -1.858
H 1.798 3.246 0.238
H 3.252 4.119 -1.547
H 3.181 3.118 -3.805
H 1.639 1.246 -4.292
H 0.173 0.362 -2.521
*
```

Values from the calculation:
* orbital gap: 6.721 eV
* HOMO: -14.8 eV

---

[6]
DFT (ωB97M-V/def2-TZVPD) results for a structure of composition C29H24AsN5O5RhS.

```
! RIJCOSX wB97M-V def2-TZVPD def2/J DEFGRID3
* xyz 1 1
Rh 1.111 -1.319 -0.434
O -1.804 -4.155 3.946
C -1.085 -3.838 3.050
C -1.394 -3.960 1.534
O -2.313 -4.544 1.031
C -0.333 -3.161 0.891
C 0.574 -2.660 1.809
O 1.488 -1.816 1.424
C 0.258 -3.077 3.193
O 0.858 -2.862 4.208
O -0.231 -2.793 -0.364
C -1.296 4.417 -1.444
C -1.442 3.256 -2.194
C -1.155 2.023 -1.627
C -0.717 1.955 -0.305
C -0.563 3.117 0.445
C -0.859 4.349 -0.128
As -0.431 0.237 0.508
C -0.159 0.464 2.376
C 0.950 0.971 3.029
C 0.978 0.932 4.416
C -0.085 0.372 5.117
C -1.188 -0.145 4.452
C -1.237 -0.105 3.065
C -2.335 -0.652 2.218
C -3.496 -1.260 2.681
C -4.419 -1.755 1.771
C -4.201 -1.657 0.400
C -3.042 -1.065 -0.078
C -2.133 -0.560 0.836
H -1.533 5.377 -1.885
H -1.801 3.308 -3.214
H -1.301 1.118 -2.207
H -0.254 3.063 1.482
H -0.763 5.251 0.461
H 1.798 1.360 2.478
H 1.837 1.315 4.950
H -0.047 0.324 6.197
H -1.994 -0.594 5.018
H -3.675 -1.373 3.742
H -5.311 -2.247 2.136
H -4.922 -2.068 -0.293
H -2.854 -1.018 -1.143
C 2.419 3.684 -1.528
N 2.335 2.314 -1.051
C 3.327 1.439 -1.077
N 4.511 1.851 -1.539
S 3.218 -0.182 -0.534
H 1.438 4.135 -1.414
H 2.695 3.716 -2.585
H 3.136 4.266 -0.946
H 1.454 1.989 -0.689
H 4.695 2.814 -1.761
H 5.278 1.201 -1.559
N 1.598 -3.754 -4.931
C 1.424 -2.524 -4.406
C 0.993 -2.353 -3.080
N 0.909 -1.164 -2.515
C 1.165 -0.089 -3.283
C 1.522 -0.266 -4.608
N 1.676 -1.466 -5.172
H 1.345 -4.584 -4.427
H 1.835 -3.829 -5.905
H 0.751 -3.209 -2.463
H 1.085 0.888 -2.838
H 1.709 0.597 -5.236
*
```

Values from the calculation:
* orbital gap (spin up / spin down): 6.082 / 6.091 eV
* HOMO (spin up / spin down): -10.5 / -10.5 eV

---

[7]
DFT (ωB97M-V/def2-TZVPD) results for a structure of composition C29H24Cl2F4N3O5Re at a distorted geometry.

```
! RIJCOSX wB97M-V def2-TZVPD def2/J DEFGRID3
* xyz 1 4
Re -0.404 0.113 0.068
C 3.860 -0.828 1.316
C 2.446 -0.249 1.301
N 1.790 -0.265 -0.029
C 2.460 0.656 -0.976
C 2.585 2.084 -0.460
C 1.796 -1.636 -0.590
C 0.935 -2.558 0.274
N -0.262 -1.845 0.711
C -1.326 -2.576 1.143
C -2.310 -1.933 1.936
F -2.096 -0.617 2.248
C -3.455 -2.546 2.399
F -4.334 -1.834 3.110
C -3.701 -3.883 2.136
C -2.762 -4.558 1.375
F -2.963 -5.842 1.082
C -1.608 -3.946 0.900
F -0.789 -4.714 0.160
H 4.352 -0.524 2.236
H 4.458 -0.463 0.486
H 3.846 -1.914 1.290
H 2.459 0.783 1.647
H 1.824 -0.819 1.993
H 1.871 0.658 -1.898
H 3.450 0.256 -1.214
H 1.640 2.424 -0.039
H 2.837 2.738 -1.290
H 3.362 2.185 0.293
H 2.810 -2.031 -0.669
H 1.364 -1.585 -1.594
H 1.484 -2.892 1.162
H 0.707 -3.433 -0.334
H -4.582 -4.377 2.507
Cl -2.379 4.016 -2.249
C -1.996 3.923 -0.585
C -2.418 4.913 0.299
C -2.136 4.834 1.647
Cl -2.704 6.064 2.697
C -1.414 3.733 2.185
C -1.103 3.555 3.544
C -0.433 2.417 3.930
C -0.117 1.442 2.981
N -0.409 1.556 1.692
C -1.022 2.709 1.290
C -1.284 2.802 -0.116
O -0.892 1.836 -0.858
H -2.994 5.742 -0.081
H -1.403 4.309 4.254
H -0.169 2.250 4.963
H 0.369 0.528 3.287
O -1.596 -0.712 -3.804
C -1.726 -0.541 -2.613
O -0.803 -0.754 -1.747
C -3.096 -0.120 -2.080
C -3.350 0.039 -0.726
C -4.592 0.418 -0.231
C -5.592 0.591 -1.161
O -6.888 0.921 -0.968
C -7.487 0.941 -2.249
O -6.505 0.643 -3.215
C -5.354 0.414 -2.536
C -4.116 0.063 -3.019
H -2.567 -0.167 0.002
H -4.776 0.550 0.822
H -7.915 1.935 -2.437
H -8.294 0.195 -2.286
H -3.920 -0.077 -4.069
*
```

Values from the calculation:
* orbital gap (spin up / spin down): 6.157 / 5.654 eV
* <S²>: 3.79
* HOMO (spin up / spin down): -10.6 / -10.6 eV

---

| no. | calculated total energy (hartree) |
| --- | --- |
| 1 | -4781.21711 |
| 2 | -3759.23852 |
| 3 | -1674.25171 |
| 4 | -2443.93574 |
| 5 | -2358.45920 |
| 6 | -4513.81807 |
| 7 | -3057.85693 |